Entry 1:
A gas-phase ion, C5H11BrN (charge +1) at a distorted geometry, computed with wB97M-V/def2-TZVPD.

Properties
**SMILES string**: C[C@]1(Br)CCC[NH2+]1
**Charge**: +1
**E**: -2825.59411 Ha
**Gap between HOMO and LUMO**: 11.34 eV

Geometry as XYZ:
```
18
Properties=species:S:1:pos:R:3:forces:R:3:lowdin_charge:R:1
C 2.031952 0.025461 0.498767 1.50 1.42 -1.03 -0.126
C 0.707660 0.390841 -0.172027 1.11 -0.36 0.13 -0.810
Br 1.187233 1.876177 -1.368203 -0.66 -0.27 -0.12 0.830
C -0.391795 0.786909 0.832575 2.31 0.92 0.86 -0.214
C -1.641375 0.376812 0.160993 -2.64 -1.66 1.71 -0.188
C -1.360963 -1.018632 -0.344039 1.06 -0.30 -2.96 -0.055
N 0.070420 -0.744415 -1.027637 -0.51 -0.75 3.49 0.094
H 2.954131 0.275242 -0.240089 -2.11 -1.16 2.03 0.120
H 2.099677 -0.896482 1.093704 -0.18 -0.10 -0.71 0.095
H 2.003462 0.804149 1.265493 0.84 0.07 0.05 0.080
H -0.345239 1.882108 1.099341 0.04 -1.17 -0.45 0.145
H -0.101523 0.228460 1.815109 -1.14 0.65 -1.63 0.169
H -2.363040 0.273044 1.012473 -0.18 0.38 -1.20 0.151
H -2.058997 0.940159 -0.711604 0.60 0.15 1.14 0.151
H -1.265637 -1.944189 0.202525 0.13 0.38 1.17 0.129
H -1.960853 -1.336361 -1.218913 -0.05 0.43 0.50 0.137
H 0.609565 -1.643320 -1.047690 -0.28 1.39 -0.67 0.202
H -0.174680 -0.275962 -1.850779 0.16 -0.02 -2.31 0.091
```
Positions in Å, forces in eV/Å.



Entry 2:
A molecular structure, C5H11ClIrNSSr at a distorted geometry, computed with wB97M-V/def2-TZVPD.

Properties
**Charge**: -2
**E**: -1245.04183 Ha
**Multiplicity**: 5
**Gap between HOMO and LUMO (alpha / beta)**: 3.99 / 5.43 eV

Geometry as XYZ:
```
21
Properties=species:S:1:pos:R:3:forces:R:3:lowdin_spin:R:1
Ir 1.318589 -0.627274 -2.512909 1.00 -0.68 -1.04 2.017
Cl -0.283328 -2.022567 -3.213407 -1.25 -1.53 -0.90 0.307
C 1.647152 -0.942426 -0.548838 0.45 -1.01 0.74 0.245
C 0.641260 1.227601 -2.444176 0.02 2.05 -1.10 0.220
H 2.374856 -1.782486 -0.560230 -0.38 0.29 0.81 0.046
H 2.104634 -0.031371 -0.153022 -0.15 -0.16 0.55 0.029
H 0.660299 -1.256431 -0.116561 1.03 0.13 0.06 0.023
H 0.638544 1.611390 -1.416772 0.06 0.39 -0.07 0.019
H -0.371362 1.196294 -2.858998 -0.01 0.41 0.09 0.033
H 1.306500 1.834377 -3.121332 -0.71 0.14 0.72 0.054
Sr -0.594460 0.915816 0.961113 -0.51 -0.80 -0.22 0.062
C -0.855885 -1.328573 2.225913 0.30 0.78 -0.45 0.008
C -3.019295 0.293055 -0.201706 1.20 -0.49 -0.81 0.794
H -1.817628 -0.971917 2.589918 -0.33 -0.22 0.59 -0.001
H -1.053426 -2.100951 1.504856 -0.20 -0.56 -0.51 0.000
H -0.177908 -1.718455 2.973603 0.02 0.03 0.50 0.000
H -2.782860 -0.837719 -0.272229 -0.47 1.16 0.11 0.065
H -2.985107 0.603793 -1.300254 -0.31 -0.27 0.75 0.070
S 2.193117 1.016145 2.770394 0.80 -0.37 0.25 0.003
C 1.007122 2.100934 2.910101 -2.69 2.22 -0.62 0.001
N 0.049193 2.820768 2.784540 2.10 -1.53 0.53 0.002
```
Positions in Å, forces in eV/Å.



Entry 3:
A gas-phase ion, C5H11ClN (charge +1) at a distorted geometry, computed with wB97M-V/def2-TZVPD.

Properties
**SMILES string**: C[N+]1(C)C[C@H]1CCl
**Charge**: +1
**E**: -711.72944 Ha
**Gap between HOMO and LUMO**: 12.10 eV

Geometry as XYZ:
```
18
Properties=species:S:1:pos:R:3:forces:R:3:lowdin_charge:R:1
C -1.282268 0.603232 -0.854182 2.09 1.41 0.30 0.050
N -0.312910 -0.117083 -0.011642 -0.88 -0.48 -0.75 -0.277
C -0.272989 -1.572832 -0.352797 0.66 -0.80 -0.02 0.022
C -0.285791 0.144596 1.456662 0.32 -1.86 -0.52 0.024
C 0.737645 0.714158 0.493816 3.05 0.14 2.12 -0.194
C 2.358532 0.382931 0.484085 -4.46 -0.02 1.63 -0.460
Cl 2.601323 -0.987463 1.519840 0.71 -0.72 0.46 0.672
H -1.045175 0.301571 -1.835872 -0.42 -0.23 -1.29 0.103
H -2.213935 0.405018 -0.488721 -2.71 -0.90 0.35 0.086
H -1.131901 1.685399 -0.759385 0.08 -0.34 -0.03 0.123
H -0.086513 -1.772874 -1.414101 -0.92 0.47 0.05 0.119
H 0.537314 -2.145588 0.070836 0.73 0.66 0.71 0.073
H -1.131124 -2.055144 0.134427 -0.27 0.40 -0.90 0.129
H -0.054247 -0.882878 1.831191 0.09 1.46 0.58 0.112
H -1.188108 0.602290 1.887430 0.81 0.34 -0.31 0.150
H 0.601010 1.772301 0.346787 -0.26 0.06 -0.63 0.142
H 2.805885 1.252622 0.897184 0.59 0.63 0.15 0.072
H 2.632161 0.152182 -0.485769 0.78 -0.23 -1.90 0.053
```
Positions in Å, forces in eV/Å.



Entry 4:
A molecular structure, C5H11EuO4 at a distorted geometry, computed with wB97M-V/def2-TZVPD.

Properties
**Charge**: +1
**E**: -1208.02399 Ha
**Multiplicity**: 8
**Gap between HOMO and LUMO (alpha / beta)**: 7.89 / 7.74 eV

Geometry as XYZ:
```
21
Properties=species:S:1:pos:R:3:forces:R:3:lowdin_spin:R:1
C 3.517064 -1.538241 -3.255028 0.49 -0.88 -2.38 0.103
O 2.313099 -0.914914 -3.288209 -0.62 0.59 1.05 0.822
H 3.709841 -1.860131 -4.305599 0.49 -0.14 0.61 -0.002
H 4.344219 -0.852835 -2.995731 -0.36 -0.08 0.45 0.045
H 3.522263 -2.449881 -2.631516 -0.01 0.52 0.34 0.033
O -2.260665 0.548901 3.244667 -1.37 -0.68 -0.40 -0.042
C -3.144660 0.492670 2.176266 -1.31 -0.39 -1.50 0.002
C -2.432517 0.005974 0.876487 -0.87 -0.47 0.49 -0.002
O -1.242948 0.777456 0.760030 0.88 0.53 0.51 -0.009
C -0.146262 0.263084 -0.054545 -0.03 -0.11 0.10 -0.001
C 1.122985 0.970554 0.425829 0.55 0.16 -1.81 0.002
O 1.220472 0.980783 1.812232 0.89 -0.44 -1.38 -0.035
Eu -0.388349 1.091651 2.942512 0.89 1.44 2.99 6.085
H -3.591946 1.486494 1.966383 0.20 -0.36 0.20 0.000
H -3.985202 -0.203771 2.361110 0.32 0.29 0.01 0.000
H -3.068047 0.137639 -0.012643 0.16 -0.04 0.30 0.000
H -2.155316 -1.057926 0.972277 -0.10 0.24 -0.05 0.000
H -0.362231 0.491260 -1.109611 0.19 -0.36 0.32 0.000
H -0.069999 -0.819293 0.148460 -0.11 0.27 -0.33 0.000
H 1.118159 2.000269 0.012093 0.08 -0.34 0.31 0.000
H 1.980039 0.450258 -0.045465 -0.32 0.22 0.18 0.000
```
Positions in Å, forces in eV/Å.



Entry 5:
A gas-phase ion, C5H11FN (charge +1) at a distorted geometry, computed with wB97M-V/def2-TZVPD.

Properties
**SMILES string**: C/C(F)=C(/C)C[NH3+]
**Charge**: +1
**E**: -351.41393 Ha
**Gap between HOMO and LUMO**: 9.85 eV

Geometry as XYZ:
```
18
Properties=species:S:1:pos:R:3:forces:R:3:lowdin_charge:R:1
C -1.553325 -1.759556 0.087933 -0.12 3.49 0.66 0.048
C -1.462816 -0.202717 -0.057294 3.05 -1.34 1.17 -0.265
F -2.559939 0.436496 -0.267039 -1.86 0.15 -0.75 0.159
C -0.359824 0.520782 0.173512 1.42 -0.07 -0.61 -0.198
C -0.015777 2.007275 0.043328 -5.27 -1.21 -0.35 -0.006
C 0.868068 -0.213300 0.574946 1.42 3.68 -0.18 -0.108
N 1.850435 -0.199152 -0.559865 0.81 -0.90 -0.38 0.216
H -2.293857 -1.811987 0.799644 -2.07 -0.40 1.90 0.069
H -2.026115 -2.126307 -0.739860 -0.69 -1.27 -2.48 0.064
H -0.800919 -2.370518 0.519476 1.22 -0.03 -0.29 0.080
H 0.581891 2.224689 0.825444 1.80 1.21 2.72 0.045
H -0.971354 2.592788 0.068338 0.89 -0.28 0.34 0.121
H 0.419342 2.349637 -0.827185 1.16 0.17 -2.25 0.059
H 1.454053 0.374736 1.309931 -0.75 -0.71 0.31 0.154
H 0.782008 -1.186577 0.790246 -0.51 -3.37 1.31 0.074
H 2.700563 -0.786835 -0.480045 -0.14 0.95 0.46 0.200
H 1.978161 0.721219 -0.916694 1.07 1.37 0.27 0.147
H 1.409411 -0.570681 -1.344812 -1.42 -1.45 -1.85 0.142
```
Positions in Å, forces in eV/Å.



Entry 6:
A gas-phase ion, C5H11FN3 (charge +1) at a distorted geometry, computed with wB97M-V/def2-TZVPD.

Properties
**SMILES string**: CCN1C=[NH+]N(C)[C@@H]1F
**Charge**: +1
**E**: -460.93294 Ha
**Gap between HOMO and LUMO**: 10.31 eV

Geometry as XYZ:
```
20
Properties=species:S:1:pos:R:3:forces:R:3:lowdin_charge:R:1
C -1.317718 -2.584091 -0.215064 -1.72 -2.47 -0.01 -0.070
C -1.502417 -1.097475 -0.082920 1.74 -1.11 2.32 -0.178
N -0.304747 -0.381190 -0.400715 3.26 3.07 0.79 0.003
C -0.112013 0.508638 -1.382952 -0.33 -1.91 -1.42 -0.007
N 0.900765 1.320524 -1.125011 -0.36 0.17 -1.23 0.089
N 1.397475 1.118889 0.159512 1.02 1.04 0.14 -0.108
C 1.381645 2.394514 0.943595 -1.67 0.17 -0.29 -0.004
C 0.703287 0.018649 0.716089 -2.55 0.18 0.43 -0.310
F 1.511171 -0.993374 0.982252 0.65 -1.08 0.00 0.115
H -0.476758 -3.024539 0.255452 1.11 0.30 1.04 0.061
H -2.174181 -3.159656 0.244973 0.60 0.95 -0.32 0.109
H -1.232144 -3.086069 -1.193132 -0.28 1.16 -0.30 0.091
H -2.145479 -0.725347 -0.796857 -2.49 0.66 -0.73 0.099
H -1.618403 -0.812021 1.025652 -0.99 -0.47 -1.76 0.163
H -0.651322 0.338700 -2.407614 1.16 0.91 2.06 0.215
H 1.466661 1.851517 -1.818276 -0.74 -0.65 0.79 0.207
H 1.547914 2.134157 2.011128 -0.29 0.23 -0.75 0.102
H 2.171155 3.136015 0.652674 -0.76 -0.95 -0.08 0.105
H 0.305303 2.790233 0.721833 1.96 0.00 0.98 0.127
H 0.149804 0.251925 1.709380 0.68 -0.18 -1.65 0.194
```
Positions in Å, forces in eV/Å.



Entry 7:
A gas-phase ion, C5H11FNO (charge +1) at a distorted geometry, computed with wB97M-V/def2-TZVPD.

Properties
**Charge**: +1
**E**: -426.56077 Ha
**Gap between HOMO and LUMO (alpha / beta)**: 7.56 / 8.69 eV

Geometry as XYZ:
```
19
Properties=species:S:1:pos:R:3:forces:R:3:lowdin_charge:R:1
C -0.395743 1.571769 0.452490 0.48 -3.21 -2.51 -0.109
C -1.968029 1.284347 0.050264 -0.50 1.26 3.31 -0.117
C 0.365826 0.306477 0.677291 -1.54 -1.19 -1.95 -0.086
C -1.596049 -0.933837 -0.510839 2.09 -0.37 1.53 -0.164
C 2.125974 -1.407272 -0.060768 1.39 -1.27 -0.03 -0.010
N 1.348017 -0.157456 -0.342841 2.02 0.29 0.67 -0.042
O -1.926865 0.245726 -0.850251 -1.46 1.12 -1.27 -0.031
F -1.958235 -1.447184 0.683959 -0.46 0.18 -1.40 0.082
H 0.085037 2.033873 -0.441214 -0.60 0.30 0.75 0.132
H -0.291127 2.109202 1.319576 -0.27 1.91 1.83 0.084
H -2.681428 0.976479 1.006458 2.09 1.01 -2.41 0.194
H -2.304108 2.248523 -0.421126 -0.11 -1.43 0.23 0.143
H 0.419173 -0.305190 1.546575 0.05 0.08 0.63 0.102
H -1.495471 -1.553061 -1.412981 -0.08 -0.53 0.93 0.166
H 3.189366 -1.267841 -0.427090 -1.35 -0.09 0.13 0.122
H 2.243777 -1.561586 1.015637 -0.44 0.01 -0.21 0.101
H 1.707966 -2.312544 -0.569590 0.08 0.97 0.63 0.117
H 0.986626 -0.316014 -1.257225 -0.74 0.40 -0.85 0.143
H 2.145294 0.485590 -0.458324 -0.66 0.54 -0.04 0.173
```
Positions in Å, forces in eV/Å.



Q: Among the records above, which one has the highest E?
A: C5H11FN